{"formula": "C3H5O4Rb", "method": "wB97M-V/def2-TZVPD", "e_lumo_ev": -0.80, "largest_force_ev_per_a": 4.1, "multiplicity": 1, "relative_energy_kj_mol": 203.74, "homo_lumo_gap_ev": 6.52, "elements": ["H", "C", "O", "C", "O", "O", "H", "H", "H", "C", "O", "H", "Rb"], "positions_angstrom": [[-1.6852, -1.8789, 0.6371], [-1.1832, -1.2516, -0.1110], [-2.1037, -0.1799, -0.2625], [-1.6526, 1.1030, -0.3386], [-0.8659, 1.3399, -1.2827], [-1.7736, 1.8184, 0.6852], [-1.0909, -1.8058, -1.0546], [-0.2291, -1.0195, 0.6127], [2.3362, -0.3628, -1.0826], [2.4077, -0.3815, 0.0201], [1.9458, 0.4185, 0.8538], [2.9979, -1.2364, 0.3994], [0.8966, 3.4366, 0.9238]], "forces_ev_per_a": [[-0.2, -0.5, -0.6], [0.4, 0.5, 2.6], [-1.2, -1.0, 0.4], [4.0, 0.5, 0.8], [-0.4, 0.4, -0.6], [-0.9, 0.3, -0.1], [0.8, 0.3, 0.3], [-1.7, 0.0, -2.6], [-0.5, 0.7, 0.3], [-0.4, 1.1, 2.4], [1.1, -1.5, -2.6], [-0.1, 0.0, 0.0], [-0.8, -0.9, -0.4]], "nbo_charge": [0.180, -0.253, -0.583, 0.957, -0.814, -0.828, 0.185, 0.166, 0.145, 0.297, -0.553, 0.113, 0.988]}

=====

{"formula": "C13H22BBeF4O4S", "method": "wB97M-V/def2-TZVPD", "e_lumo_ev": -2.79, "largest_force_ev_per_a": 0.1, "charge": 1, "multiplicity": 1, "relative_energy_kj_mol": 0.00, "homo_lumo_gap_ev": 10.25, "elements": ["Be", "C", "O", "C", "C", "O", "C", "C", "O", "C", "H", "H", "H", "H", "H", "H", "H", "H", "H", "H", "H", "H", "H", "H", "F", "B", "F", "F", "F", "C", "S", "O", "C", "C", "C", "C", "C", "C", "H", "H", "H", "H", "H", "H", "H", "H"], "positions_angstrom": [[0.8858, 0.5793, -0.0250], [0.2790, -1.8957, 3.4280], [0.5662, -0.6470, 2.8004], [1.7136, 0.0001, 3.2974], [2.5715, 0.4660, 2.1434], [1.8420, 1.2647, 1.1693], [1.1309, 2.4329, 1.6255], [-0.3326, 2.0418, 1.7301], [-0.5677, 1.1911, 0.5891], [-1.7674, 0.3909, 0.6928], [1.1142, -2.5873, 3.3071], [-0.5906, -2.3102, 2.9242], [0.0565, -1.7568, 4.4887], [2.3307, -0.6710, 3.9025], [1.4239, 0.8364, 3.9460], [2.9331, -0.3864, 1.5736], [3.4145, 1.0634, 2.4913], [1.2890, 3.1931, 0.8623], [1.5326, 2.7856, 2.5729], [-0.9884, 2.9106, 1.6767], [-0.5371, 1.4640, 2.6301], [-2.6304, 1.0531, 0.6611], [-1.7357, -0.1756, 1.6220], [-1.7743, -0.2895, -0.1532], [1.1393, -2.7567, -1.4911], [0.7511, -2.5462, -0.1972], [1.5559, -3.0670, 0.7508], [-0.5883, -2.6478, 0.0199], [1.0071, -0.9281, -0.0282], [1.7905, -0.2297, -3.4535], [0.8216, 1.1371, -2.8459], [1.2864, 1.2927, -1.3824], [-0.8228, 0.4818, -2.8290], [-1.1207, -0.8746, -2.7434], [-2.4504, -1.2638, -2.6994], [-3.4610, -0.3110, -2.7400], [-3.1542, 1.0407, -2.8276], [-1.8295, 1.4433, -2.8776], [1.7336, -1.0699, -2.7645], [2.8130, 0.1368, -3.5192], [1.4236, -0.4948, -4.4442], [-0.3464, -1.6264, -2.7038], [-2.6925, -2.3156, -2.6298], [-4.4960, -0.6257, -2.7120], [-3.9438, 1.7784, -2.8729], [-1.5756, 2.4932, -2.9650]], "forces_ev_per_a": [[0.1, -0.1, 0.1], [0.0, 0.0, 0.0], [0.0, 0.0, 0.0], [0.0, 0.0, 0.0], [0.0, 0.0, 0.0], [0.0, 0.0, 0.0], [0.0, 0.0, 0.0], [0.0, 0.0, 0.0], [0.0, 0.0, 0.0], [0.0, 0.0, 0.0], [0.0, 0.0, 0.0], [0.0, 0.0, 0.0], [0.0, 0.0, 0.0], [0.0, 0.0, 0.0], [0.0, 0.0, 0.0], [0.0, 0.0, 0.0], [0.0, 0.0, 0.0], [0.0, 0.0, 0.0], [0.0, 0.0, 0.0], [0.0, 0.0, 0.0], [0.0, 0.0, 0.0], [0.0, 0.0, 0.0], [0.0, 0.0, 0.0], [0.0, 0.0, 0.0], [0.0, 0.0, 0.1], [-0.1, -0.1, 0.0], [0.0, 0.0, 0.0], [0.1, 0.0, 0.0], [0.0, 0.0, -0.1], [0.0, 0.0, 0.0], [0.1, 0.0, -0.1], [-0.1, 0.1, 0.0], [0.0, 0.0, 0.1], [0.0, 0.0, 0.0], [0.0, 0.0, 0.0], [0.0, 0.0, 0.0], [0.0, 0.0, 0.0], [0.0, 0.0, 0.0], [0.0, 0.0, 0.0], [0.0, 0.0, 0.0], [0.0, 0.0, 0.0], [0.0, 0.0, 0.0], [0.0, 0.0, 0.0], [0.0, 0.0, 0.0], [0.0, 0.0, 0.0], [0.0, 0.0, 0.0]], "nbo_charge": [1.722, -0.252, -0.575, -0.107, -0.082, -0.661, -0.106, -0.098, -0.670, -0.253, 0.194, 0.208, 0.177, 0.214, 0.176, 0.230, 0.206, 0.224, 0.221, 0.213, 0.216, 0.198, 0.210, 0.225, -0.540, 1.404, -0.523, -0.535, -0.712, -0.824, 1.279, -1.139, -0.234, -0.229, -0.189, -0.167, -0.208, -0.215, 0.276, 0.262, 0.260, 0.256, 0.241, 0.235, 0.236, 0.233]}

=====

{"formula": "C34H32AsIrN4O2S", "method": "wB97M-V/def2-TZVPD", "e_lumo_ev": [-9.75, -11.45], "largest_force_ev_per_a": 2.6, "s_squared": 0.779, "charge": 3, "multiplicity": 2, "relative_energy_kj_mol": 146.01, "homo_lumo_gap_ev": [6.57, 4.87], "elements": ["Ir", "N", "C", "S", "N", "N", "C", "C", "C", "C", "C", "C", "C", "C", "C", "C", "C", "C", "N", "H", "H", "H", "H", "H", "H", "H", "H", "H", "H", "H", "O", "As", "C", "C", "C", "C", "C", "C", "C", "C", "C", "C", "C", "C", "C", "C", "C", "C", "C", "C", "H", "H", "H", "H", "H", "H", "H", "H", "H", "H", "H", "H", "H", "H", "H", "C", "C", "C", "O", "H", "H", "H", "H", "H", "H"], "positions_angstrom": [[0.0751, -1.3931, -0.5004], [-4.1749, -2.4289, -0.6185], [-2.9238, -2.0360, -0.7382], [-1.7131, -2.7879, 0.1824], [-2.6641, -1.0246, -1.5964], [-1.4357, -0.6771, -1.7733], [-1.1535, 0.3868, -2.5645], [-2.1531, 1.1812, -3.2178], [-1.9822, 2.5889, -3.2707], [-2.9363, 3.3822, -3.8621], [-4.0838, 2.8070, -4.4071], [-4.2671, 1.4240, -4.3679], [-3.3247, 0.6157, -3.7793], [0.2691, 0.6816, -2.6744], [0.8203, 1.5523, -3.6022], [2.1899, 1.7962, -3.5758], [2.9773, 1.1172, -2.6644], [2.3685, 0.1984, -1.8174], [1.0514, -0.0001, -1.8235], [-4.4165, -3.2089, -0.0249], [-4.8986, -2.0115, -1.1866], [-1.1392, 3.0486, -2.7732], [-2.8003, 4.4546, -3.8898], [-4.8402, 3.4365, -4.8576], [-5.1479, 0.9852, -4.8169], [-3.4517, -0.4549, -3.7964], [0.1944, 2.0129, -4.3510], [2.6278, 2.4938, -4.2773], [4.0474, 1.2675, -2.6253], [2.9527, -0.3903, -1.1219], [-0.3110, -0.0204, 0.8815], [0.3987, 0.3421, 2.3836], [-0.8765, 0.0502, 3.7608], [-2.1044, -0.5006, 3.4089], [-3.0317, -0.7710, 4.4047], [-2.7339, -0.4722, 5.7275], [-1.5066, 0.0826, 6.0685], [-0.5706, 0.3570, 5.0840], [1.9427, -0.7478, 2.5569], [2.8158, -0.5766, 3.6225], [3.9163, -1.4169, 3.7323], [4.1351, -2.4108, 2.7855], [3.2575, -2.5805, 1.7211], [2.1623, -1.7447, 1.6143], [0.8942, 2.1719, 2.3343], [1.9600, 2.5151, 1.5007], [2.3178, 3.8470, 1.3793], [1.6032, 4.8201, 2.0726], [0.5445, 4.4678, 2.8977], [0.1713, 3.1363, 3.0256], [-2.3241, -0.7113, 2.3706], [-3.9862, -1.2119, 4.1511], [-3.4637, -0.6675, 6.5015], [-1.2770, 0.3073, 7.1012], [0.3778, 0.8066, 5.3537], [2.6531, 0.2069, 4.3523], [4.6034, -1.2946, 4.5588], [4.9969, -3.0579, 2.8769], [3.4299, -3.3668, 0.9977], [1.4446, -1.8835, 0.7743], [2.5114, 1.7455, 0.9708], [3.1569, 4.1239, 0.7549], [1.8671, 5.8626, 1.9543], [0.0025, 5.2270, 3.4453], [-0.6652, 2.8642, 3.6569], [0.1104, -3.3078, -3.5478], [1.1659, -3.5273, -2.5250], [2.2032, -4.5505, -2.7977], [1.2119, -2.8818, -1.4636], [-0.1465, -4.2450, -4.0397], [0.5273, -2.6494, -4.3183], [-0.7739, -2.8380, -3.1210], [2.4538, -4.5893, -3.8572], [1.7782, -5.5264, -2.5328], [3.0902, -4.4009, -2.1867]], "forces_ev_per_a": [[-1.0, 0.5, -2.3], [-0.2, 0.1, -0.3], [0.7, -0.3, 0.5], [0.9, -0.3, 0.7], [-1.0, 0.5, -0.6], [1.5, -0.7, 1.5], [-0.4, 0.1, -0.1], [-0.1, -0.1, 0.0], [0.0, -0.1, 0.0], [0.0, 0.1, 0.0], [0.1, 0.0, 0.0], [0.0, 0.0, -0.1], [0.1, 0.1, 0.0], [-0.1, 0.1, 0.1], [0.1, 0.0, -0.1], [-0.1, 0.0, 0.0], [0.0, 0.0, -0.1], [0.1, 0.1, -0.1], [1.1, -0.5, 1.5], [0.0, 0.0, 0.0], [0.0, 0.0, 0.0], [0.0, 0.0, 0.0], [0.0, 0.0, 0.0], [0.0, 0.0, 0.0], [0.0, 0.0, 0.0], [0.0, 0.0, 0.0], [0.0, 0.0, 0.0], [0.0, 0.0, 0.0], [0.0, 0.0, 0.0], [0.0, 0.0, 0.0], [-0.9, 0.5, -0.5], [-0.2, 0.6, 0.5], [-0.1, -0.1, -0.2], [0.0, -0.1, 0.1], [0.0, 0.1, 0.0], [0.0, 0.0, 0.0], [0.0, 0.1, 0.0], [0.1, -0.1, 0.0], [-0.3, -0.1, -0.4], [0.1, -0.1, -0.1], [0.0, 0.0, 0.0], [0.0, 0.1, 0.1], [-0.1, -0.2, -0.4], [0.3, 0.4, 0.6], [0.1, -0.2, -0.3], [0.0, 0.1, 0.2], [0.0, -0.1, -0.1], [0.0, 0.0, -0.1], [0.0, 0.0, 0.0], [0.1, 0.0, 0.0], [0.0, 0.0, 0.0], [0.0, 0.0, 0.0], [0.0, 0.0, 0.0], [0.0, 0.0, 0.0], [0.0, 0.0, 0.0], [0.0, 0.0, 0.0], [0.0, 0.0, 0.0], [0.0, 0.0, 0.0], [0.0, 0.0, 0.0], [0.1, -0.4, 0.1], [0.1, 0.0, 0.0], [0.0, 0.1, 0.0], [0.1, 0.0, 0.1], [0.0, 0.0, 0.0], [0.0, 0.0, 0.0], [-0.1, 0.1, 0.1], [0.0, -0.1, -0.2], [0.1, 0.0, 0.2], [-0.6, 0.0, -0.3], [0.0, 0.0, 0.0], [0.0, 0.0, 0.0], [0.0, 0.0, 0.0], [0.0, 0.0, 0.0], [0.0, 0.0, -0.1], [0.0, 0.0, 0.0]], "lowdin_spin": [0.031, 0.038, 0.035, 0.113, 0.306, 0.100, 0.082, 0.049, 0.043, 0.004, 0.077, 0.006, 0.039, 0.003, 0.024, -0.002, 0.023, 0.003, 0.015, 0.002, 0.000, 0.000, -0.001, 0.003, -0.001, 0.000, 0.001, 0.000, 0.001, 0.000, 0.003, 0.000, 0.000, 0.001, 0.000, 0.000, 0.000, 0.000, 0.000, 0.000, 0.000, 0.000, 0.000, -0.001, 0.000, 0.000, 0.000, 0.000, 0.000, 0.000, 0.001, 0.000, 0.000, 0.000, 0.000, 0.000, 0.000, 0.000, 0.000, 0.000, 0.000, 0.000, 0.000, 0.000, 0.000, 0.000, 0.000, 0.000, 0.002, 0.000, 0.000, 0.000, 0.000, 0.000, 0.000]}

=====

{"formula": "C2H8FN3O12V", "method": "wB97M-V/def2-TZVPD", "e_lumo_ev": [4.68, 4.68], "largest_force_ev_per_a": 2.5, "s_squared": 0.778, "charge": -2, "multiplicity": 2, "relative_energy_kj_mol": 0.00, "homo_lumo_gap_ev": [7.33, 7.33], "elements": ["O", "V", "N", "O", "O", "O", "N", "O", "O", "O", "N", "O", "O", "O", "F", "C", "O", "H", "H", "H", "H", "C", "O", "H", "H", "H", "H"], "positions_angstrom": [[-1.4216, 0.0907, -0.3761], [-0.1614, -0.5398, 0.3770], [-2.0114, -1.2230, 3.1485], [-2.9816, -1.9736, 3.3546], [-1.6046, -0.4480, 4.0144], [-1.4433, -1.2590, 2.0074], [0.3808, 2.3554, 2.2936], [0.4327, 3.4695, 1.7149], [0.5150, 2.2884, 3.5123], [0.1857, 1.3140, 1.6046], [2.0334, -1.6585, 2.5810], [1.8542, -0.7975, 3.4303], [2.6918, -2.6724, 2.7925], [1.5238, -1.4853, 1.4071], [-0.2345, -2.2950, -0.6493], [-1.3509, -0.1979, -3.5577], [-0.2571, -1.0667, -3.5995], [-1.7614, -0.0383, -4.5657], [-2.1683, -0.5170, -2.9054], [-1.0815, 0.7723, -3.1487], [-0.5156, -1.9682, -3.7930], [1.0799, 1.6461, -1.6326], [1.2855, 0.3843, -1.0157], [1.0049, 1.5472, -2.7222], [0.1415, 2.0583, -1.2779], [1.9283, 2.3106, -1.4608], [1.9356, -0.0966, -1.5337]], "forces_ev_per_a": [[1.8, -0.4, 0.8], [-2.3, -0.9, -0.1], [0.2, 0.7, 0.5], [0.3, 0.0, -0.3], [-0.1, -0.3, -0.4], [0.1, -0.5, -0.7], [0.1, 0.5, 0.3], [0.0, -0.4, -0.3], [-0.1, -0.2, -0.4], [0.1, -0.4, -0.5], [-0.5, 1.0, 0.2], [0.1, -0.2, -0.1], [0.2, -0.4, -0.2], [0.0, -0.1, -0.5], [0.4, 1.9, 1.0], [-1.1, 0.1, -0.2], [0.9, 0.3, -0.1], [0.0, 0.1, 0.0], [0.2, -0.4, 0.0], [0.5, -0.1, -0.1], [-0.3, 0.0, 0.3], [0.0, 0.3, -0.6], [0.0, -0.1, 0.2], [-0.1, -0.3, 0.0], [0.2, 0.1, 0.4], [-0.2, 0.1, 0.4], [-0.2, -0.5, 0.2]], "lowdin_spin": [-0.202, 1.137, 0.000, 0.000, 0.002, 0.014, 0.000, 0.001, 0.003, 0.012, 0.000, 0.000, 0.000, -0.001, 0.027, -0.001, 0.000, 0.000, 0.000, 0.000, 0.000, 0.000, 0.007, 0.000, 0.000, 0.000, 0.001]}

=====

{"formula": "C2H5O2S", "method": "wB97M-V/def2-TZVPD", "e_lumo_ev": 4.01, "largest_force_ev_per_a": 2.3, "charge": -1, "multiplicity": 1, "relative_energy_kj_mol": 121.39, "homo_lumo_gap_ev": 6.75, "elements": ["C", "S", "H", "H", "H", "O", "C", "O", "H", "H"], "positions_angstrom": [[2.1742, 1.3105, -0.2667], [1.7046, -0.4774, -0.0786], [3.2327, 1.2655, 0.0582], [1.9315, 1.5601, -1.2989], [1.6508, 1.8474, 0.5114], [-2.8575, -0.6129, -0.5058], [-2.2623, -0.1314, 0.4410], [-0.9589, 0.0586, 0.4480], [-2.8071, 0.1087, 1.3615], [-0.2939, -0.5444, -0.1793]], "forces_ev_per_a": [[0.2, -1.9, 0.8], [0.4, -0.7, -0.4], [-0.4, 0.6, -0.9], [0.5, 0.7, 0.3], [-0.4, 0.6, -0.2], [-0.5, 0.1, 0.3], [1.1, -1.0, -1.7], [-0.9, -0.4, 0.6], [0.3, 0.4, 0.2], [-0.2, 1.6, 1.0]], "nbo_charge": [-0.739, -0.654, 0.196, 0.196, 0.186, -0.656, 0.645, -0.746, 0.080, 0.491]}

=====

{"formula": "C15H24N2O2", "method": "wB97M-V/def2-TZVPD", "e_lumo_ev": 0.71, "largest_force_ev_per_a": 1.0, "multiplicity": 1, "relative_energy_kj_mol": 529.56, "homo_lumo_gap_ev": 9.85, "smiles": "CCC(C#CCN1CCOCC1)(CC)OCCC#N", "elements": ["C", "C", "C", "C", "C", "C", "N", "C", "C", "O", "C", "C", "C", "C", "O", "C", "C", "C", "N", "H", "H", "H", "H", "H", "H", "H", "H", "H", "H", "H", "H", "H", "H", "H", "H", "H", "H", "H", "H", "H", "H", "H", "H"], "positions_angstrom": [[-1.0612, -1.2996, -2.4361], [-1.1340, -2.0147, -1.0920], [-1.5119, -1.0623, 0.0583], [-0.5838, 0.0660, 0.0776], [0.1257, 1.0334, 0.1295], [1.1283, 2.0904, 0.1641], [2.4963, 1.5970, 0.1491], [2.8205, 0.8554, -1.0573], [4.3112, 0.5167, -1.0370], [4.6494, -0.2402, 0.1009], [4.3161, 0.4619, 1.2749], [2.8257, 0.7998, 1.3180], [-1.4104, -1.7634, 1.4359], [-2.3289, -2.9726, 1.5624], [-2.8634, -0.6621, -0.1957], [-3.3134, 0.5266, 0.3956], [-3.2584, 1.7012, -0.6054], [-3.6817, 2.9250, 0.0158], [-4.0142, 3.8917, 0.5280], [-2.0148, -0.8264, -2.6558], [-0.8369, -2.0119, -3.2264], [-0.2864, -0.5354, -2.4273], [-0.1728, -2.4774, -0.8611], [-1.8970, -2.7905, -1.1424], [0.9975, 2.7462, -0.7041], [0.9938, 2.6889, 1.0715], [2.2377, -0.0794, -1.1295], [2.5986, 1.4780, -1.9272], [4.8918, 1.4515, -1.0488], [4.5811, -0.0911, -1.9022], [4.8971, 1.3951, 1.3284], [4.5897, -0.1862, 2.1091], [2.2413, -0.1362, 1.3496], [2.6079, 1.3812, 2.2168], [-1.6715, -1.0329, 2.2066], [-0.3711, -2.0557, 1.5994], [-3.3334, -2.7109, 1.2383], [-2.3711, -3.2990, 2.5989], [-1.9719, -3.8023, 0.9582], [-2.7294, 0.7839, 1.2872], [-4.3534, 0.3564, 0.6961], [-3.9066, 1.4835, -1.4580], [-2.2321, 1.8204, -0.9639]], "forces_ev_per_a": [[0.0, -0.1, 0.2], [-0.2, 0.3, -0.1], [0.2, -0.7, 0.2], [0.0, 0.6, 0.0], [-0.2, -0.6, 0.0], [0.3, 0.5, 0.0], [0.0, 0.1, 0.0], [0.3, -0.1, 0.0], [-0.2, 0.1, -0.3], [0.0, -0.2, 0.0], [-0.2, 0.1, 0.3], [0.3, -0.1, 0.0], [-0.3, 0.0, -0.2], [0.1, 0.2, 0.0], [0.1, -0.1, -0.3], [-0.2, 0.3, 0.2], [0.3, -0.9, -0.2], [-0.1, 0.2, 0.0], [-0.2, 0.5, 0.3], [-0.1, 0.1, -0.1], [0.0, 0.0, -0.1], [0.1, 0.1, 0.0], [0.0, -0.1, 0.1], [0.0, -0.1, 0.1], [0.0, 0.0, 0.2], [0.0, 0.0, -0.2], [0.0, 0.1, 0.0], [0.0, 0.0, 0.0], [0.0, -0.1, 0.0], [0.0, 0.1, 0.0], [0.0, -0.1, 0.0], [0.0, 0.1, 0.0], [0.0, 0.1, 0.0], [0.0, 0.0, 0.0], [0.1, 0.0, 0.0], [0.0, 0.1, 0.0], [-0.1, -0.1, 0.0], [0.0, -0.1, 0.1], [0.0, -0.1, 0.0], [-0.1, 0.0, -0.1], [0.2, 0.1, 0.0], [0.1, 0.0, 0.0], [-0.1, 0.0, 0.0]], "nbo_charge": [-0.610, -0.399, 0.172, 0.039, -0.061, -0.291, -0.420, -0.259, -0.071, -0.521, -0.071, -0.258, -0.403, -0.615, -0.538, -0.044, -0.548, 0.286, -0.326, 0.212, 0.213, 0.208, 0.209, 0.218, 0.223, 0.226, 0.175, 0.204, 0.166, 0.194, 0.166, 0.194, 0.175, 0.205, 0.205, 0.212, 0.217, 0.215, 0.204, 0.187, 0.196, 0.251, 0.262]}